(1)
A structure of composition C29H49IrN2OP2S in a non-equilibrium geometry, computed with ωB97M-V with the def2-TZVPD basis set.

```
85
Properties=species:S:1:pos:R:3:lowdin_spin:R:1
Ir -0.045 -0.009 0.102 1.59
P -0.050 -2.329 -0.369 0.15
P -0.037 2.361 -0.117 0.15
N 0.023 0.099 -1.992 0.80
C 0.032 -2.392 -2.187 0.01
H 0.650 -3.216 -2.561 0.00
H -0.984 -2.562 -2.548 0.00
C 0.515 -1.054 -2.731 0.08
H 1.628 -1.053 -2.821 0.03
H 0.146 -0.919 -3.768 0.02
C 0.503 1.326 -2.609 0.08
H 0.126 1.302 -3.652 0.02
H 1.615 1.337 -2.707 0.03
C 0.020 2.597 -1.925 0.00
H -1.001 2.796 -2.256 0.00
H 0.627 3.458 -2.226 0.00
C 1.430 3.306 0.497 0.02
C 1.769 3.036 1.964 0.00
H 2.691 3.590 2.196 0.00
H 1.971 1.972 2.141 0.00
H 0.979 3.373 2.650 0.00
C -1.609 3.228 0.381 0.03
C -1.714 3.471 1.894 0.00
H -2.774 3.691 2.103 0.00
H -1.118 4.330 2.240 0.00
H -1.437 2.578 2.477 0.00
C -1.622 -3.240 0.031 0.04
C -1.727 -3.626 1.513 0.00
H -2.786 -3.869 1.700 0.00
H -1.453 -2.788 2.173 0.00
H -1.122 -4.508 1.781 0.00
C 1.405 -3.309 0.198 0.02
C 1.681 -3.164 1.696 0.00
H 2.649 -3.649 1.895 0.00
H 0.913 -3.649 2.315 0.00
H 1.761 -2.110 1.994 0.00
C 1.809 -0.018 0.206 0.07
O 2.975 -0.005 0.208 0.00
C -1.902 4.519 -0.404 0.01
H -1.216 5.327 -0.109 0.00
H -1.855 4.393 -1.494 0.00
H -2.924 4.830 -0.144 0.00
C -1.899 -4.458 -0.868 0.01
H -2.919 -4.798 -0.637 0.00
H -1.851 -4.231 -1.942 0.00
H -1.206 -5.283 -0.644 0.00
C 1.364 -4.775 -0.225 0.01
H 2.376 -5.165 -0.057 0.00
H 0.675 -5.380 0.380 0.00
H 1.132 -4.908 -1.289 0.00
C 1.356 4.805 0.213 0.01
H 0.664 5.339 0.878 0.00
H 2.362 5.200 0.405 0.00
H 1.110 5.034 -0.830 0.00
H 2.275 2.917 -0.102 0.00
H 2.262 -2.854 -0.333 0.00
H -2.399 2.489 0.138 0.00
H -2.415 -2.487 -0.145 0.00
H -2.088 -0.028 -1.083 0.18
H -1.909 -0.062 -0.262 0.09
N -0.195 -0.059 2.133 0.37
S -1.469 -0.260 3.185 0.08
C -0.973 -1.616 4.293 0.02
C -2.003 -2.447 4.801 0.01
C -1.665 -3.473 5.680 0.00
C -0.344 -3.672 6.073 0.00
C 0.663 -2.825 5.590 0.00
C 0.335 -1.777 4.731 0.00
C -1.409 1.084 4.406 0.02
C -0.207 1.643 4.848 0.00
C -0.226 2.623 5.841 0.00
C -1.432 2.995 6.445 0.00
C -2.630 2.414 6.018 0.00
C -2.634 1.465 5.000 0.00
H 0.668 0.096 2.669 0.01
H -3.043 -2.260 4.510 0.00
H -2.440 -4.119 6.102 0.00
H -0.087 -4.472 6.775 0.00
H 1.690 -2.980 5.928 0.00
H 1.117 -1.061 4.416 0.00
H 0.752 1.295 4.433 0.00
H 0.703 3.081 6.198 0.00
H -1.434 3.715 7.267 0.00
H -3.554 2.690 6.529 0.00
H -3.568 0.991 4.674 0.00
```

Properties
**Relative energy (zero: lowest compared OMol25 entry of this formula, charge and spin)**: 13.2 kcal per mole
**Charge**: +2
**HOMO energy (spin up / spin down)**: -10.5 / -14.5 eV
**2S+1**: 5
**Kohn-Sham gap (spin up / spin down)**: 5.33 / 6.77 eV
**DFT total energy**: -68128.8140 eV

***

(2)
A structure of composition C29H50BrHgNOP2 in a non-equilibrium geometry, computed with ωB97M-V with the def2-TZVPD basis set.

```
85
Properties=species:S:1:pos:R:3:mulliken_charge:R:1
N -6.989 5.378 -5.514 -0.55
C -6.777 5.961 -4.333 -0.32
C -5.971 5.374 -3.348 -0.47
C -5.339 4.138 -3.610 0.76
C -5.635 3.511 -4.846 -0.44
C -6.444 4.191 -5.778 -0.34
C -4.382 3.568 -2.670 -0.11
Hg 0.657 -0.032 0.914 0.80
P 6.064 -1.102 0.155 0.34
C -3.517 2.581 -3.022 -0.69
C -2.591 1.974 -2.106 0.99
C -1.399 1.422 -2.608 -0.79
C -0.467 0.868 -1.742 -0.17
C -0.744 0.859 -0.379 -0.82
C -1.903 1.413 0.144 0.24
C -2.844 1.960 -0.721 -0.76
Br 2.511 -0.109 2.663 -0.57
H -4.330 4.033 -1.680 0.33
H -3.438 2.272 -4.066 0.25
H -5.817 5.900 -2.411 0.36
H -5.257 2.527 -5.110 0.33
H -7.259 6.930 -4.164 0.36
H -6.651 3.747 -6.758 0.35
H -1.222 1.463 -3.685 0.42
H -3.781 2.378 -0.351 0.37
H 0.458 0.450 -2.147 0.50
H -2.092 1.417 1.218 0.58
P -0.304 -2.336 0.131 0.05
C 5.559 0.654 0.396 -0.13
C 6.670 1.621 -0.050 -1.26
H 5.328 0.799 1.462 0.36
H 4.639 0.818 -0.186 0.18
H 6.484 2.624 0.349 0.38
H 7.658 1.300 0.306 0.38
H 6.717 1.703 -1.142 0.34
C 5.355 -1.532 -1.483 0.14
C 6.091 -2.692 -2.165 -1.23
H 5.458 -0.621 -2.093 0.44
H 4.286 -1.758 -1.348 -0.27
H 5.798 -2.751 -3.218 0.38
H 7.179 -2.558 -2.135 0.38
H 5.856 -3.656 -1.701 0.33
C 5.086 -2.095 1.358 0.45
C 5.864 -2.274 2.674 -1.27
H 4.866 -3.079 0.906 0.42
H 4.141 -1.549 1.563 -0.51
H 5.341 -2.979 3.333 0.35
H 6.876 -2.663 2.498 0.41
H 5.947 -1.318 3.206 0.34
C -0.210 -3.637 1.416 -0.31
C -1.353 -4.656 1.475 -1.20
H -0.127 -3.103 2.375 0.13
H 0.744 -4.162 1.257 0.55
H -2.275 -4.216 1.870 0.26
H -1.572 -5.091 0.492 0.31
H -1.069 -5.481 2.139 0.42
C 0.746 -2.939 -1.245 0.34
C 0.209 -2.783 -2.669 -1.32
H 0.964 -3.997 -1.032 0.57
H 1.692 -2.388 -1.144 -0.58
H -0.490 -3.592 -2.914 0.37
H -0.291 -1.822 -2.837 0.26
H 1.041 -2.842 -3.380 0.41
C -2.027 -2.290 -0.483 -0.46
C -3.096 -1.835 0.519 -1.32
H -2.258 -3.298 -0.872 0.63
H -2.023 -1.601 -1.343 0.37
H -3.862 -1.241 -0.008 0.33
H -3.611 -2.700 0.965 0.43
H -2.706 -1.202 1.325 0.18
C 0.197 0.086 5.523 -1.14
C -0.840 -0.241 4.465 -0.24
O -0.803 0.585 3.290 -0.14
C -0.893 1.995 3.585 -0.56
C -2.216 2.400 4.201 -1.17
H 1.205 0.159 5.095 0.14
H 0.213 -0.731 6.254 0.41
H -0.058 1.007 6.060 0.34
H -0.677 -1.252 4.084 0.10
H -1.852 -0.164 4.898 0.37
H -0.060 2.265 4.256 0.44
H -0.748 2.491 2.618 0.43
H -2.309 2.004 5.214 0.31
H -2.267 3.492 4.259 0.43
H -3.056 2.052 3.589 0.29
```

Properties
**Relative energy (zero: lowest compared OMol25 entry of this formula, charge and spin)**: 0.0 kcal per mole
**Charge**: +2
**HOMO energy (spin up / spin down)**: -12.4 / -12.8 eV
**Kohn-Sham gap (spin up / spin down)**: 3.83 / 4.14 eV
**DFT total energy**: -127199.7866 eV

***

(3)
A structure of composition C29H50BrNOP2Pb in a non-equilibrium geometry, computed with ωB97M-V with the def2-TZVPD basis set.

```
85
Properties=species:S:1:pos:R:3:mulliken_charge:R:1
N -5.037 -7.457 2.842 -0.54
C -5.508 -6.208 2.933 -0.35
C -4.990 -5.149 2.193 -0.50
C -3.906 -5.377 1.314 0.81
C -3.422 -6.698 1.236 -0.30
C -4.015 -7.696 2.019 -0.44
C -3.276 -4.248 0.602 -0.78
Pb -3.352 -3.312 -1.475 0.82
P -0.616 0.322 -4.741 -0.37
C -2.066 -4.479 -0.190 -0.55
C -0.994 -3.479 -0.154 0.03
C -0.131 -3.374 -1.277 -1.16
C 0.935 -2.542 -1.269 -2.16
C 1.158 -1.574 -0.168 1.63
C 0.224 -1.737 0.997 -1.86
C -0.770 -2.660 0.975 -0.83
Br 0.737 0.195 -0.934 0.19
H -3.349 -3.291 1.139 0.43
H -1.861 -5.483 -0.579 1.01
H -5.423 -4.151 2.329 0.37
H -2.582 -6.989 0.608 0.24
H -6.343 -6.065 3.642 0.36
H -3.643 -8.725 1.972 0.37
H -0.358 -3.960 -2.173 0.49
H -1.451 -2.760 1.822 0.61
H 1.545 -2.444 -2.161 1.75
H 0.230 -0.947 1.756 0.90
P 2.920 -1.761 0.350 1.31
C -1.991 0.207 -3.539 0.75
C -3.274 0.512 -4.317 -1.34
H -1.813 0.941 -2.742 0.20
H -1.996 -0.796 -3.084 -0.56
H -4.133 0.548 -3.642 0.38
H -3.193 1.484 -4.823 0.37
H -3.457 -0.250 -5.085 0.38
C 0.432 -1.152 -4.419 0.86
C 1.572 -1.262 -5.442 -1.47
H -0.229 -2.034 -4.449 0.48
H 0.806 -1.029 -3.391 -0.79
H 1.953 -2.292 -5.458 0.42
H 1.220 -1.013 -6.454 0.43
H 2.408 -0.594 -5.189 0.30
C 0.526 1.594 -4.013 0.43
C 0.654 2.943 -4.712 -1.50
H 1.527 1.138 -3.962 0.28
H 0.190 1.755 -2.980 -0.25
H 1.297 3.599 -4.111 0.38
H 1.121 2.845 -5.696 0.38
H -0.318 3.430 -4.823 0.34
C 3.292 -0.168 1.101 -0.71
C 4.750 0.104 1.465 -1.27
H 2.629 -0.071 1.975 0.53
H 2.936 0.576 0.370 0.40
H 4.996 -0.295 2.455 0.34
H 5.445 -0.331 0.740 0.27
H 4.907 1.190 1.479 0.43
C 3.964 -2.146 -1.078 -0.79
C 3.940 -3.616 -1.522 -1.14
H 4.990 -1.841 -0.805 0.47
H 3.653 -1.477 -1.896 0.38
H 4.466 -4.247 -0.800 0.38
H 2.931 -4.023 -1.652 0.29
H 4.444 -3.711 -2.491 0.41
C 2.977 -3.163 1.483 -0.74
C 2.864 -2.844 2.967 -1.22
H 3.916 -3.694 1.264 0.56
H 2.150 -3.819 1.174 0.45
H 2.977 -3.777 3.530 0.45
H 3.657 -2.156 3.280 0.29
H 1.889 -2.425 3.239 0.27
C -3.147 1.691 2.593 -1.21
C -1.954 1.551 1.648 -0.09
O -0.680 1.328 2.278 -0.26
C -0.222 2.427 3.084 -0.33
C 0.112 3.710 2.331 -1.14
H -3.428 0.711 2.998 0.28
H -3.992 2.074 2.010 0.38
H -2.970 2.387 3.423 0.33
H -2.086 0.677 0.994 0.15
H -1.864 2.464 1.030 0.33
H -0.999 2.657 3.833 0.26
H 0.673 2.043 3.585 0.37
H -0.776 4.351 2.256 0.33
H 0.859 4.255 2.920 0.40
H 0.522 3.534 1.329 0.24
```

Properties
**Relative energy (zero: lowest compared OMol25 entry of this formula, charge and spin)**: 0.0 kcal per mole
**Charge**: +2
**HOMO energy (spin up / spin down)**: -12.4 / -12.4 eV
**Kohn-Sham gap (spin up / spin down)**: 4.34 / 4.34 eV
**DFT total energy**: -128271.2183 eV

***

(4)
A structure of composition C29H50BrNOP2Re in a non-equilibrium geometry, computed with ωB97M-V with the def2-TZVPD basis set.

```
85
Properties=species:S:1:pos:R:3:lowdin_spin:R:1
N 0.628 -4.480 5.119 0.73
C -0.410 -3.634 5.128 0.07
C -1.031 -3.207 3.935 0.06
C -0.533 -3.685 2.693 -0.01
C 0.461 -4.678 2.756 0.06
C 1.038 -4.997 3.972 0.08
C -0.974 -3.153 1.442 0.03
Re -1.047 -1.341 -3.247 0.12
P -0.187 1.569 -1.954 0.07
C -0.266 -3.358 0.274 -0.02
C -0.580 -2.783 -1.002 0.02
C 0.045 -3.155 -2.231 0.02
C -0.790 -3.360 -3.368 0.08
C -2.153 -3.069 -3.145 0.59
C -2.613 -2.215 -2.167 0.10
C -1.602 -1.791 -1.225 0.04
Br -1.661 -0.408 -5.440 -0.02
H -1.863 -2.521 1.445 0.00
H 0.624 -3.995 0.253 0.00
H -1.867 -2.506 3.990 0.01
H 0.841 -5.134 1.858 0.01
H -0.762 -3.263 6.099 0.01
H 1.877 -5.695 3.972 0.02
H 1.077 -3.541 -2.267 0.00
H -1.880 -1.064 -0.455 0.00
H -0.321 -3.803 -4.232 0.00
H -3.610 -1.848 -1.980 0.00
P 2.118 0.106 0.651 0.54
C -2.018 1.832 -2.182 0.02
C -2.569 2.460 -3.467 0.00
H -2.358 2.406 -1.304 0.00
H -2.428 0.804 -2.090 0.01
H -3.666 2.564 -3.406 0.00
H -2.145 3.455 -3.677 0.00
H -2.390 1.793 -4.327 0.00
C 0.502 1.327 -3.608 0.01
C 0.311 2.368 -4.725 0.00
H -0.021 0.357 -3.952 0.00
H 1.563 1.023 -3.528 0.00
H 0.613 1.898 -5.670 0.00
H -0.727 2.667 -4.885 0.00
H 0.914 3.273 -4.573 0.00
C 0.523 3.132 -1.247 0.00
C 0.000 4.426 -1.846 0.00
H 1.618 3.039 -1.364 0.00
H 0.298 3.049 -0.169 0.00
H 0.545 5.267 -1.399 0.00
H 0.169 4.470 -2.929 0.00
H -1.066 4.586 -1.631 0.00
C 3.045 1.291 1.720 0.09
C 3.182 2.698 1.137 0.00
H 4.043 0.860 1.906 0.02
H 2.499 1.322 2.678 0.00
H 3.838 3.279 1.795 0.00
H 3.610 2.731 0.123 0.00
H 2.221 3.225 1.102 0.00
C 3.322 0.019 -0.759 0.07
C 3.318 -1.297 -1.542 0.00
H 4.321 0.216 -0.323 0.02
H 3.058 0.863 -1.427 0.00
H 4.074 -1.228 -2.335 0.00
H 3.586 -2.155 -0.914 0.00
H 2.348 -1.497 -2.018 0.00
C 2.539 -1.466 1.510 0.08
C 2.324 -1.445 3.027 0.00
H 3.595 -1.702 1.283 0.02
H 1.895 -2.245 1.057 0.00
H 2.656 -2.404 3.452 0.00
H 2.890 -0.637 3.513 0.00
H 1.257 -1.339 3.276 0.00
C -1.777 3.498 1.956 0.00
C -1.202 2.110 2.137 0.00
O -1.745 1.134 1.228 0.00
C -3.094 0.749 1.530 0.00
C -3.370 0.401 2.977 0.00
H -1.622 3.882 0.940 0.00
H -1.282 4.175 2.659 0.00
H -2.849 3.516 2.179 0.00
H -0.119 2.119 1.937 0.00
H -1.353 1.777 3.177 0.00
H -3.765 1.559 1.209 0.00
H -3.294 -0.114 0.883 0.00
H -3.457 1.299 3.596 0.00
H -4.323 -0.132 3.034 0.00
H -2.600 -0.250 3.399 0.00
```

Properties
**Charge**: +4
**HOMO energy (spin up / spin down)**: -19.3 / -19.3 eV
**2S+1**: 4
**Kohn-Sham gap (spin up / spin down)**: 5.27 / 4.15 eV
**DFT total energy**: -125120.7171 eV

***

(5)
A structure of composition C29H50N3O6P2Zn, computed with ωB97M-V with the def2-TZVPD basis set.

```
91
Properties=species:S:1:pos:R:3:mulliken_charge:R:1
Zn 0.002 0.060 0.093 1.44
C -1.021 -2.604 -0.821 -1.05
N -1.465 -1.570 0.136 1.36
C -2.813 -1.087 -0.210 -0.81
C -1.422 -2.082 1.511 0.47
C -2.226 -3.145 1.885 -0.32
C -2.153 -3.677 3.162 -1.03
C -1.234 -3.137 4.053 -0.81
C -0.431 -2.065 3.697 -0.87
C -0.521 -1.482 2.421 -0.13
N 0.228 -0.430 1.943 1.53
C 1.158 0.324 2.639 -0.51
C 1.077 0.713 3.980 -0.77
C 2.054 1.519 4.552 -0.83
C 3.126 1.975 3.799 -0.93
C 3.203 1.635 2.454 -0.23
C 2.230 0.838 1.873 0.70
N 2.243 0.486 0.455 0.82
C 2.840 -0.850 0.250 -1.20
C 2.937 1.466 -0.386 -1.24
H -1.696 -3.464 -0.821 0.41
H -0.024 -2.947 -0.546 0.33
H -0.985 -2.177 -1.825 0.18
H -3.520 -1.913 -0.333 0.49
H -2.774 -0.518 -1.136 -0.24
H -3.170 -0.436 0.586 0.32
H -2.914 -3.581 1.166 0.31
H -2.789 -4.505 3.450 0.42
H -1.137 -3.560 5.047 0.41
H 0.296 -1.691 4.404 0.58
H 0.219 0.411 4.565 0.68
H 1.967 1.802 5.594 0.42
H 3.895 2.591 4.248 0.42
H 4.034 2.005 1.864 0.42
H 3.908 -0.838 0.492 0.32
H 2.713 -1.150 -0.793 0.28
H 2.341 -1.570 0.897 0.32
H 4.023 1.441 -0.246 0.44
H 2.582 2.470 -0.151 0.15
H 2.739 1.235 -1.433 0.19
C -1.063 0.360 -6.308 -1.60
C -1.083 0.046 -4.833 0.77
C -2.446 -0.369 -4.339 -1.07
O -0.685 1.275 -4.113 -0.02
P 0.388 1.243 -2.972 -1.21
O 0.233 0.137 -1.985 -0.87
C 0.232 2.902 -2.270 0.46
P -0.865 3.046 -0.830 -0.17
O -1.113 1.760 -0.128 -0.99
O -2.121 3.686 -1.495 -0.32
C -3.467 3.794 -0.901 0.42
C -3.410 4.166 0.569 -1.09
C -4.214 2.506 -1.164 -1.15
O -0.220 4.033 0.192 -0.20
C 0.327 5.388 0.080 0.53
C 1.838 5.294 0.059 -1.24
C -0.246 6.171 -1.084 -1.08
O 1.802 1.110 -3.621 -0.40
C 2.588 1.965 -4.520 0.55
C 1.774 3.029 -5.230 -1.10
C 3.728 2.548 -3.716 -1.11
H -1.439 -0.499 -6.867 0.47
H -0.054 0.576 -6.661 0.35
H -1.704 1.219 -6.519 0.31
H -0.350 -0.731 -4.608 0.40
H -3.183 0.405 -4.568 0.36
H -2.425 -0.529 -3.264 -0.07
H -2.751 -1.298 -4.823 0.47
H -0.168 3.546 -3.052 0.86
H 1.228 3.246 -1.988 -0.21
H -3.913 4.603 -1.471 0.40
H -2.881 3.404 1.146 0.20
H -4.428 4.235 0.954 0.50
H -2.922 5.130 0.725 0.26
H -3.795 1.694 -0.565 0.02
H -4.159 2.234 -2.221 0.29
H -5.263 2.636 -0.894 0.52
H 0.018 5.853 1.012 0.42
H 2.205 4.931 -0.907 0.12
H 2.189 4.628 0.850 0.24
H 2.267 6.283 0.227 0.55
H 0.024 5.721 -2.044 0.15
H 0.165 7.180 -1.062 0.49
H -1.333 6.243 -1.028 0.25
H 2.984 1.263 -5.248 0.37
H 1.364 3.756 -4.525 0.14
H 0.957 2.603 -5.807 0.22
H 2.430 3.569 -5.913 0.51
H 3.356 3.230 -2.944 0.03
H 4.387 3.111 -4.377 0.51
H 4.312 1.761 -3.236 0.32
```

Properties
**Charge**: +1
**HOMO energy**: -8.8 eV
**Kohn-Sham gap**: 7.09 eV
**DFT total energy**: -114637.7531 eV